[1]
C24H61Br2F3N25O12 | wB97M-V/def2-TZVPD

* energy relative to the best compared isomer or geometry (same formula, charge and spin): 0.0 kcal/mol
* LUMO level: 0.044 Ha
* HOMO: -2.10 eV
* molar mass: 1108.72 g mol⁻¹
* electronic energy: -235945.4041 eV

Geometry as ORCA input:
```
! RIJCOSX wB97M-V def2-TZVPD def2/J DEFGRID3
* xyz -1 1
C -1.0478 0.9311 3.2792
C -1.4503 -0.4915 2.6771
C -0.8561 -0.9817 1.3361
C -1.2507 -2.3495 0.6806
C -2.2869 -3.3228 1.3985
C -2.8625 -2.8075 2.7403
C -2.4765 -1.4421 3.3765
C -3.1633 -0.9600 4.7635
N -4.2817 -0.0565 4.3558
C -5.4216 -0.8336 3.8306
C -5.9266 -0.3975 2.3704
C -6.0506 1.1765 2.1399
F -6.6043 1.7837 3.3236
Br -4.2378 1.9486 1.7191
C -6.9986 1.6046 0.9096
F -6.2401 1.7996 -0.2852
F -8.0323 0.6838 0.6086
Br -7.9125 3.3575 1.2617
H -1.5934 1.1829 4.2551
H 0.0807 0.8836 3.5164
H -1.1938 1.7651 2.4963
H -0.1156 -0.3053 0.8033
H -0.8223 -2.6692 -0.3225
H -2.6284 -4.3190 0.9663
H -3.6184 -3.4278 3.3399
H -3.5156 -1.8556 5.3970
H -2.3786 -0.3841 5.3845
H -6.3233 -0.7203 4.5542
H -5.2143 -1.9748 3.7821
H -6.9768 -0.8668 2.2363
H -5.2925 -0.8374 1.5207
C 1.7576 -1.9132 -1.4382
O 1.1645 -2.9703 -1.5647
N 1.1272 -0.7268 -1.4639
N 3.1001 -1.8391 -1.2585
H 1.5954 0.1582 -1.3583
H 0.1285 -0.7405 -1.5950
H 3.6082 -2.7076 -1.2316
H 3.6023 -0.9736 -1.1515
C -1.8683 -5.9927 -1.9386
O -2.4741 -7.0510 -2.0563
N -2.4881 -4.7870 -1.9636
N -0.5303 -5.9318 -1.7726
H -2.0112 -3.9076 -1.8697
H -3.4870 -4.7891 -2.0857
H -0.0294 -6.8039 -1.7477
H -0.0206 -5.0726 -1.6740
C 3.8697 1.4089 -2.8811
O 3.2944 1.1756 -1.8211
N 4.1310 0.4465 -3.7970
N 4.2902 2.6475 -3.2235
H 4.6016 0.6158 -4.6718
H 3.8314 -0.4908 -3.5765
H 4.1123 3.3890 -2.5665
H 4.7628 2.8628 -4.0864
C 6.8058 -1.3330 -5.6716
O 6.0602 -0.4162 -5.9829
N 6.3776 -2.4270 -4.9965
N 8.1285 -1.3356 -5.9756
H 6.9744 -3.1901 -4.7320
H 5.4010 -2.4633 -4.7528
H 8.4857 -0.5386 -6.4775
H 8.7596 -2.0799 -5.7282
C -3.5700 -6.1531 4.9034
O -3.4487 -4.9441 5.0091
N -2.6513 -6.9258 4.2738
N -4.6347 -6.8295 5.4061
H -2.7309 -7.9210 4.1752
H -1.8466 -6.4587 3.8872
H -5.3385 -6.2887 5.8809
H -4.7528 -7.8229 5.3295
C 4.2888 5.6768 -5.3323
O 4.7300 4.5571 -5.5594
N 3.3554 6.2671 -6.1117
N 4.6984 6.4243 -4.2761
H 2.9816 7.1865 -5.9386
H 3.0247 5.7454 -6.9065
H 5.3936 6.0208 -3.6701
H 4.3485 7.3435 -4.0732
C 10.0632 -4.2309 -7.6548
O 10.5710 -3.9213 -6.5854
N 10.5372 -5.2420 -8.4245
N 8.9833 -3.5890 -8.1602
H 10.1350 -5.5111 -9.3036
H 11.3399 -5.7429 -8.0807
H 8.6061 -2.8323 -7.6127
H 8.5489 -3.8242 -9.0339
C 1.9996 9.4294 -4.1730
O 2.0525 8.8130 -5.2298
N 2.8711 10.4199 -3.8608
N 1.0665 9.1746 -3.2259
H 2.8451 10.9370 -3.0009
H 3.5803 10.6388 -4.5414
H 0.4007 8.4445 -3.4219
H 1.0057 9.6676 -2.3537
C 1.0027 0.4113 -6.3489
O 1.4403 -0.7081 -6.5685
N 0.0646 0.9975 -7.1371
N 1.4145 1.1653 -5.3011
H -0.3079 1.9149 -6.9746
H -0.2669 0.4683 -7.9264
H 2.1113 0.7638 -4.6916
H 1.0676 2.0862 -5.1041
C -8.5862 7.6741 -0.4216
O -8.6249 8.7529 -0.9962
N -8.8331 7.5433 0.9061
N -8.2932 6.5149 -1.0596
H -8.8061 6.6676 1.3964
H -9.0547 8.3821 1.4162
H -8.1033 6.5699 -2.0464
H -8.2566 5.6199 -0.6051
C -1.0837 -3.4416 8.1968
O -0.6586 -4.5689 7.9760
N -2.0166 -2.8441 7.4172
N -0.6563 -2.6913 9.2445
H -2.3769 -1.9220 7.5823
H -2.3611 -3.3695 6.6267
H 0.0371 -3.0988 9.8484
H -0.9904 -1.7666 9.4433
C -0.1240 -0.9258 12.1989
O 0.3666 -0.7759 11.0904
N 0.5820 -1.4104 13.2515
N -1.4168 -0.6213 12.4743
H 0.1984 -1.5412 14.1694
H 1.5463 -1.6482 13.0865
H -1.9741 -0.2586 11.7180
H -1.8385 -0.7374 13.3774
*
```


[2]
C24H61MnN3O8 | wB97M-V/def2-TZVPD

* energy relative to the best compared isomer or geometry (same formula, charge and spin): 0.0 kcal/mol
* LUMO level (spin up / spin down): -0.161 / -0.166 Ha
* HOMO (spin up / spin down): -13.08 / -13.08 eV
* molar mass: 574.70 g mol⁻¹
* expectation value of S²: 8.7526
* electronic energy: -78026.2784 eV

Geometry as ORCA input:
```
! RIJCOSX wB97M-V def2-TZVPD def2/J DEFGRID3
* xyz 2 6
Mn 3.9710 -5.5890 26.9430
C 2.4120 -5.8530 23.6520
O 3.4760 -5.6300 24.6230
C 4.0440 -4.2990 24.4120
C 5.5080 -4.2600 24.7030
N 5.7800 -4.6100 26.1200
C 7.1670 -4.9940 26.2140
C 8.0040 -3.7420 26.4580
O 8.3070 -3.1300 25.2730
C 9.6360 -3.2900 24.8490
H 1.8660 -6.7790 23.7220
H 2.6930 -5.8920 22.6370
H 1.8390 -4.9520 23.6470
H 3.5020 -3.6040 25.0880
H 3.9070 -3.8790 23.4650
H 6.0340 -3.3400 24.4990
H 5.9380 -4.9110 23.9500
H 5.9450 -3.7310 26.6630
H 7.4990 -5.5720 25.4110
H 7.3360 -5.6860 26.9840
H 8.9150 -4.0560 27.0110
H 7.5260 -3.0530 27.1560
H 10.0090 -2.3360 24.4510
H 9.7260 -4.0780 24.0250
H 10.3610 -3.6870 25.5600
C 2.8330 -7.9580 26.0860
O 4.1580 -7.5910 26.4300
C 4.9740 -8.7750 26.2720
C 6.2500 -8.4450 25.6710
N 6.9700 -9.6320 25.3900
C 8.2370 -9.4000 24.8620
C 9.0500 -10.6670 24.7160
O 10.2120 -10.2930 24.0990
C 10.1400 -10.2910 22.6620
H 2.4700 -8.8710 26.5930
H 2.6410 -8.2200 25.0530
H 2.1240 -7.1370 26.2520
H 4.5260 -9.4860 25.6270
H 5.0820 -9.2590 27.1710
H 6.8010 -8.0030 26.3810
H 6.2380 -7.7390 24.8700
H 6.4750 -10.0470 24.6230
H 8.7270 -8.6080 25.4610
H 8.0580 -9.0820 23.8790
H 8.4810 -11.3120 24.1810
H 9.2790 -11.0100 25.6710
H 9.0590 -10.3080 22.2740
H 10.4410 -11.3100 22.3830
H 10.7670 -9.6090 22.1270
C 2.9120 -2.9950 27.4070
O 2.3790 -4.3280 27.0770
C 1.0200 -4.2820 26.6750
C -0.0030 -3.3710 27.4380
N -0.1170 -2.0670 26.7280
C -1.2040 -1.1800 27.2580
C -2.5100 -1.9510 27.5070
O -2.4380 -2.3390 28.8660
C -3.4130 -3.4150 29.0980
H 2.6430 -2.7480 28.4440
H 2.3800 -2.3010 26.7270
H 3.9500 -2.7830 27.2720
H 0.6360 -5.3060 26.7290
H 1.0410 -4.0470 25.6210
H 0.2020 -3.2660 28.4990
H -0.9490 -3.8190 27.4540
H -0.2990 -2.1580 25.6410
H -1.3700 -0.4540 26.5030
H -0.8940 -0.6990 28.1760
H -2.5480 -2.8000 26.7850
H -3.3740 -1.2570 27.1990
H -3.6880 -3.6970 30.0970
H -3.1650 -4.2580 28.4960
H -4.3230 -3.0280 28.7550
C 7.5770 -5.2740 29.5850
C 6.1480 -5.0190 29.5180
C 5.8150 -3.5790 29.3380
O 5.3840 -5.8540 28.6390
H 8.0050 -4.5800 30.3050
H 8.1720 -4.9480 28.7290
H 7.8260 -6.2280 29.9670
H 5.7700 -5.2930 30.4670
H 6.5070 -2.8510 29.8550
H 4.9020 -3.3630 29.8630
H 5.7560 -3.2660 28.3150
H 5.7980 -6.6860 28.8230
C 3.4390 -7.0420 31.0620
C 2.5180 -6.4770 30.0120
C 2.6390 -4.9510 29.9560
O 2.8030 -6.8840 28.6700
H 4.5680 -6.8390 31.0400
H 3.2120 -8.0870 31.2240
H 3.3000 -6.6580 32.0720
H 1.5490 -6.7140 30.4430
H 2.5700 -4.4380 30.8470
H 1.7960 -4.5620 29.4180
H 3.4520 -4.7540 29.3710
H 2.6570 -7.8750 28.8260
*
```


[3]
C24H62BF3O12S9 | wB97M-V/def2-TZVPD

* energy relative to the best compared isomer or geometry (same formula, charge and spin): 163.5 kcal/mol
* LUMO level: -0.049 Ha
* HOMO: -8.36 eV
* molar mass: 899.16 g mol⁻¹
* electronic energy: -156794.5888 eV

Geometry as ORCA input:
```
! RIJCOSX wB97M-V def2-TZVPD def2/J DEFGRID3
* xyz 0 1
C 1.1873 -2.4718 -2.0453
C 1.3978 -0.8649 -1.6354
O 1.4716 -0.6416 -0.2940
O 1.5453 0.2210 -2.6257
C 0.2111 0.8388 -2.9277
C -0.2271 1.8875 -1.7489
C -1.8229 2.2476 -1.6835
C -2.7214 1.6960 -2.9361
C -4.3246 1.8989 -2.5265
B -4.8702 0.8034 -1.4290
S -4.4541 -1.0437 -1.4054
O -4.9943 -1.6809 -0.0657
O -2.9252 -1.3382 -1.4153
C -5.3585 -1.8494 -2.8692
F -5.8038 -0.7113 -3.7418
F -4.4582 -2.7406 -3.6417
F -6.5472 -2.5293 -2.2871
H 0.2318 -2.6569 -2.6966
H 2.1738 -2.8868 -2.5659
H 1.0714 -3.1274 -1.0555
H 0.4004 1.4885 -3.9072
H -0.5157 -0.0608 -3.0967
H 0.3761 2.8991 -1.9333
H 0.0919 1.5428 -0.6556
H -1.9004 3.4382 -1.7186
H -2.2071 1.9399 -0.6182
H -2.5548 2.3924 -3.8859
H -2.6024 0.5578 -3.1791
H -5.0050 1.8065 -3.4863
H -4.5264 2.9910 -2.0980
H -5.5664 1.1797 -0.5283
C 1.1921 -3.8950 2.4091
S 2.7052 -3.4697 1.5140
O 2.9103 -4.5123 0.4542
C 3.8414 -3.8428 2.8706
H 0.3427 -3.7706 1.7329
H 1.2360 -4.9327 2.7473
H 1.0727 -3.2259 3.2645
H 3.7247 -4.8840 3.1810
H 3.6383 -3.1756 3.7117
H 4.8650 -3.6817 2.5216
C 4.6810 -5.5951 6.6157
S 3.0966 -4.7555 6.8533
O 2.8600 -3.8901 5.6501
C 3.6501 -3.6788 8.1968
H 4.5793 -6.2992 5.7862
H 5.4593 -4.8664 6.3780
H 4.9443 -6.1432 7.5234
H 4.4911 -3.0661 7.8631
H 3.9463 -4.2873 9.0546
H 2.8203 -3.0281 8.4857
C -1.7385 6.7766 -1.2968
S -2.3508 5.9944 0.2149
O -3.4300 5.0299 -0.1818
C -3.1579 7.4696 0.8803
H -1.2249 6.0200 -1.8951
H -2.5725 7.1865 -1.8708
H -1.0342 7.5707 -1.0383
H -3.9062 7.8376 0.1741
H -2.4089 8.2422 1.0699
H -3.6479 7.2039 1.8210
C 2.5142 -8.3339 2.0835
S 2.5324 -7.7183 3.7842
O 3.9486 -7.7926 4.2755
C 1.6338 -9.1136 4.5026
H 3.0614 -7.6283 1.4535
H 2.9972 -9.3124 2.0341
H 1.4825 -8.4061 1.7317
H 2.1704 -10.0452 4.3064
H 0.6299 -9.1615 4.0742
H 1.5581 -8.9600 5.5825
C -3.4670 -0.1797 4.5508
S -4.4552 -0.3006 3.0406
O -5.0877 1.0402 2.8071
C -5.7253 -1.3882 3.7293
H -2.6261 0.4920 4.3620
H -4.0747 0.2217 5.3650
H -3.0859 -1.1680 4.8186
H -6.1961 -0.9134 4.5936
H -5.2728 -2.3383 4.0233
H -6.4809 -1.5714 2.9605
C -5.1083 6.7685 -4.6792
S -3.3747 6.3496 -4.9808
O -2.5397 7.2057 -4.0740
C -3.2894 7.0688 -6.6379
H -5.3737 6.4415 -3.6708
H -5.2520 7.8484 -4.7586
H -5.7411 6.2511 -5.4041
H -3.5435 8.1309 -6.5985
H -3.9798 6.5421 -7.3010
H -2.2694 6.9544 -7.0149
C 4.6810 1.2077 0.4004
S 3.0966 2.0473 0.6380
O 2.8600 2.9126 -0.5651
C 3.6501 3.1240 1.9815
H 4.5793 0.5036 -0.4291
H 5.4593 1.9364 0.1627
H 4.9443 0.6596 1.3081
H 4.4911 3.7367 1.6478
H 3.9463 2.5154 2.8393
H 2.8203 3.7747 2.2704
C 5.2810 0.0701 -6.3451
S 3.6966 0.9097 -6.1075
O 3.4600 1.7750 -7.3107
C 4.2501 1.9863 -4.7640
H 5.1793 -0.6340 -7.1746
H 6.0593 0.7988 -6.5829
H 5.5443 -0.4780 -5.4375
H 5.0911 2.5991 -5.0977
H 4.5463 1.3778 -3.9062
H 3.4203 2.6371 -4.4751
*
```


[4]
C24H62BaF8N11O12P3S4 | wB97M-V/def2-TZVPD

* LUMO level: 0.013 Ha
* HOMO: -8.84 eV
* molar mass: 1207.33 g mol⁻¹
* electronic energy: -160502.4011 eV

Geometry as ORCA input:
```
! RIJCOSX wB97M-V def2-TZVPD def2/J DEFGRID3
* xyz 0 1
Ba -0.2261 -0.0595 -0.9426
N 2.7861 0.2899 -1.1297
S 4.1015 0.5580 -0.3316
O 4.6770 1.9069 -0.4787
O 4.9677 -0.5633 -0.2919
F 3.2518 0.7253 1.1218
S 2.8518 0.3861 -2.7059
O 1.4820 -0.0301 -3.0418
O 3.9545 0.0449 -3.4521
F 2.7535 2.0128 -3.0279
C -5.3156 0.9766 -1.8161
F -6.3344 1.0787 -0.9616
F -5.5037 -0.0843 -2.5914
F -5.2839 2.0149 -2.6516
S -3.6706 0.9872 -0.8336
O -2.7913 1.6317 -1.7957
O -3.9347 1.6470 0.4068
N -3.2365 -0.5315 -0.6730
S -3.9312 -1.4712 0.3687
O -3.0068 -1.8058 1.3995
O -5.2857 -1.0796 0.7651
C -4.1012 -3.0802 -0.6154
F -4.3126 -4.1279 0.0545
F -4.9763 -2.9541 -1.5672
F -2.9019 -3.3128 -1.2572
C -1.1434 -2.2960 -5.4176
C -1.8629 -0.8997 -5.5203
C -2.2295 -0.5897 -4.0641
O -1.1583 -1.0977 -3.3691
C -0.7948 -2.3869 -3.8996
H -0.3432 -2.2798 -6.1080
H -1.7851 -3.1794 -5.6163
H -2.7070 -1.0305 -6.2007
H -1.1644 -0.1322 -5.8793
H -3.1316 -1.0513 -3.6849
H -2.4560 0.5188 -3.8619
H -1.4317 -3.1004 -3.3542
H 0.3275 -2.5018 -3.7008
O 1.0355 -2.5289 -0.2726
P 1.8242 -3.7261 0.0442
N 3.1087 -3.3910 1.0414
C 2.7365 -2.5082 2.1636
C 4.1493 -4.3707 1.4381
N 2.6188 -4.4838 -1.1539
C 1.9276 -5.5105 -2.0058
C 3.6785 -3.6558 -1.8278
N 0.8134 -4.7964 0.7899
C -0.6406 -4.5219 0.7870
C 1.4142 -6.0521 1.2919
H 2.4838 -3.1137 3.0942
H 1.8439 -1.9760 1.8081
H 3.6176 -1.8178 2.4084
H 4.1238 -5.1131 0.6605
H 4.1074 -4.7725 2.4462
H 5.1310 -3.8613 1.3129
H 1.5951 -4.9484 -2.9198
H 2.6581 -6.2052 -2.2946
H 1.0736 -6.0230 -1.4967
H 4.5646 -4.2348 -1.9077
H 3.3758 -3.2962 -2.8842
H 3.6762 -2.7695 -1.1533
H -0.8255 -3.5380 0.3477
H -1.2219 -5.3050 0.2315
H -0.9378 -4.4269 1.8008
H 0.7925 -6.9390 1.1547
H 1.5848 -5.9526 2.3992
H 2.3131 -6.2604 0.7251
O 0.2963 2.4628 -1.0995
P 0.0376 3.9547 -1.2062
N -0.1262 4.3407 -2.7886
C -0.0018 5.7770 -3.1621
C -0.2419 3.3898 -3.9466
N 1.1259 4.9158 -0.4525
C 2.5575 4.6855 -0.5068
C 0.8329 5.9393 0.5560
N -1.3705 4.4530 -0.4687
C -1.4840 3.8405 0.8365
C -2.6040 4.9794 -1.0836
H -0.1278 6.3388 -2.2339
H -0.7433 6.0700 -3.9077
H 1.0265 6.0044 -3.5512
H -1.2022 3.5101 -4.3870
H -0.1463 2.4184 -3.4680
H 0.5883 3.4232 -4.6546
H 3.0723 4.0086 0.2423
H 3.0546 5.7010 -0.4717
H 2.8976 4.3500 -1.4950
H 1.1229 5.5971 1.5296
H 1.4531 6.8811 0.3048
H -0.2241 6.1914 0.5393
H -1.8191 2.8107 0.8240
H -0.4756 3.8773 1.3191
H -2.1442 4.4348 1.5130
H -2.2723 5.5332 -1.9405
H -2.9088 5.7147 -0.3353
H -3.4235 4.2743 -1.2231
O -0.1118 0.1367 1.6959
P 0.0091 0.3107 3.1918
N 1.2997 1.2972 3.6730
C 2.5651 0.8633 4.1704
C 1.2554 2.6373 3.0300
N 0.1718 -1.0740 4.0754
C -0.2716 -1.0803 5.4388
C -0.3520 -2.2469 3.3474
N -1.3516 1.1171 3.7730
C -1.5957 1.9019 4.9607
C -2.6534 1.0367 3.0760
H 2.9654 1.6646 4.8199
H 3.3244 0.6646 3.4254
H 2.3734 -0.0248 4.7258
H 0.2531 2.8573 2.7471
H 1.9510 2.6485 2.2043
H 1.4701 3.4416 3.7719
H -1.3488 -1.1911 5.4394
H 0.1166 -1.8590 6.0538
H -0.0543 -0.0885 5.9057
H -0.2353 -2.0199 2.2606
H 0.1425 -3.1465 3.6472
H -1.4259 -2.3574 3.3553
H -1.9079 2.9235 4.7855
H -2.3931 1.4619 5.5229
H -0.7342 1.9712 5.6023
H -3.0169 2.0727 2.9494
H -3.4417 0.5558 3.7021
H -2.5085 0.6144 2.0639
*
```